a.
Here is a cluster of 2 separate species, C6H10N4O2 in total from the Open Molecules 2025 dataset. Energies are from ωB97M-V/def2-TZVPD.

```
! RIJCOSX wB97M-V def2-TZVPD def2/J DEFGRID3
* xyz 0 1
C 1.07 3.05 2.14
C -0.21 2.56 1.87
C -1.77 -1.07 1.39
C 0.42 -1.70 -0.46
C -0.41 -1.94 -1.74
C -1.34 2.36 -0.39
N 1.72 3.23 0.94
N 0.92 2.90 0.00
N -0.26 2.64 0.54
N -0.96 -0.23 0.92
O 0.04 -0.46 0.06
O -1.60 -2.04 -1.77
H 1.58 3.38 3.06
H -2.53 -0.56 1.98
H -1.80 -2.19 1.32
H 0.19 -2.38 0.43
H 1.46 -1.53 -0.78
H 0.36 -2.12 -2.58
H -1.66 3.31 -0.54
H -0.91 1.94 -1.26
H -1.98 1.58 0.13
H -1.17 2.25 2.44
*
```

Values from the calculation:
Kohn-Sham gap ... 9.3 eV
HOMO energy ... -0.3341 Eh
LUMO level ... 0.2 eV
SMILES ... C=NOCC=O.Cn1ccnn1

b.
Here is an isolated molecule of C6H10N4O2 from the Open Molecules 2025 dataset. Energies are from ωB97M-V/def2-TZVPD.

```
! RIJCOSX wB97M-V def2-TZVPD def2/J DEFGRID3
* xyz 0 1
C -0.24 -3.69 -3.87
C 0.80 -2.77 -3.89
C 0.77 -0.75 1.32
C 0.40 1.56 0.44
C -1.32 -0.30 0.04
C 0.20 0.09 0.18
N -0.99 -4.48 -3.50
N 0.69 -0.37 -1.18
N 0.58 -1.61 -3.39
N 1.70 -0.11 -1.78
O 1.61 -0.67 -3.19
O 2.67 0.58 -1.70
H 0.57 -1.80 1.10
H 1.90 -0.69 1.43
H 0.39 -0.24 2.24
H 1.54 1.77 0.50
H -0.18 1.68 1.36
H 0.03 2.21 -0.31
H -1.95 0.29 0.77
H -1.71 -0.03 -1.01
H -1.48 -1.43 0.18
H -0.32 -1.22 -2.90
*
```

Values from the calculation:
Kohn-Sham gap ... 9.0 eV
HOMO energy ... -0.3442 Eh
LUMO level ... -0.3 eV

Most stable: a

a.
Here is a cluster of 2 separate species, CIO4S in total from the Open Molecules 2025 dataset. Energies are from ωB97M-V/def2-TZVPD.

```
! RIJCOSX wB97M-V def2-TZVPD def2/J DEFGRID3
* xyz -1 1
C 1.43 -1.22 -0.33
O -1.93 0.10 1.60
O 1.37 -1.57 -1.43
O -2.04 0.06 -0.86
O -0.90 1.90 0.28
S -1.39 0.58 0.39
I 3.45 0.14 0.36
*
```

Values from the calculation:
Kohn-Sham gap (spin up / spin down) ... 4.2 / 5.4 eV
HOMO energy (spin up / spin down) ... -0.1279 / -0.1480 Eh
LUMO level (spin up / spin down) ... 0.7 / 1.3 eV

b.
Here is a cluster of 2 separate species, CIO4S in total from the Open Molecules 2025 dataset. Energies are from ωB97M-V/def2-TZVPD.

```
! RIJCOSX wB97M-V def2-TZVPD def2/J DEFGRID3
* xyz -1 1
C -1.37 -0.05 0.75
O 1.36 1.62 -0.43
O -1.76 0.04 1.85
O 1.16 -0.44 -1.68
O 2.18 -0.50 0.64
S 1.45 0.18 -0.41
I -3.02 -0.85 -0.72
*
```

Values from the calculation:
Kohn-Sham gap (spin up / spin down) ... 6.0 / 6.0 eV
HOMO energy (spin up / spin down) ... -0.1354 / -0.1354 Eh
LUMO level (spin up / spin down) ... 2.3 / 2.3 eV

Most stable: b

a.
Here is a cluster of 2 separate species, C2H3FS in total from the Open Molecules 2025 dataset. Energies are from ωB97M-V/def2-TZVPD.

```
! RIJCOSX wB97M-V def2-TZVPD def2/J DEFGRID3
* xyz 0 1
C -0.47 1.34 0.33
C 0.59 -1.45 -0.29
F -1.00 1.37 1.55
S -0.77 2.46 -0.78
H 1.58 -1.16 -0.25
H 0.09 -0.92 -1.17
H -0.02 -1.63 0.61
*
```

Values from the calculation:
Kohn-Sham gap (spin up / spin down) ... 5.6 / 5.6 eV
HOMO energy (spin up / spin down) ... -0.2946 / -0.2946 Eh
LUMO level (spin up / spin down) ... -2.4 / -2.4 eV

b.
Here is a structure of composition C2H3FS from the Open Molecules 2025 dataset. Energies are from ωB97M-V/def2-TZVPD.

```
! RIJCOSX wB97M-V def2-TZVPD def2/J DEFGRID3
* xyz 0 1
C 0.01 0.69 -0.41
C 0.00 -0.61 0.23
F 1.26 -0.76 0.78
S -1.08 1.86 -0.75
H 1.01 0.96 -0.83
H -0.25 -1.63 -0.23
H -0.93 -0.51 1.21
*
```

Values from the calculation:
Kohn-Sham gap ... 8.3 eV
HOMO energy ... -0.3361 Eh
LUMO level ... -0.8 eV

c.
Here is a cluster of 2 separate species, C2H3FS in total from the Open Molecules 2025 dataset. Energies are from ωB97M-V/def2-TZVPD.

```
! RIJCOSX wB97M-V def2-TZVPD def2/J DEFGRID3
* xyz 0 1
C -1.30 0.09 0.45
C 1.34 0.01 -0.44
F -2.06 0.05 -0.61
S -1.70 -0.04 1.99
H 0.73 -0.39 -1.30
H 2.07 -0.69 -0.03
H 0.91 0.96 -0.06
*
```

Values from the calculation:
Kohn-Sham gap (spin up / spin down) ... 8.6 / 7.8 eV
HOMO energy (spin up / spin down) ... -0.3265 / -0.3252 Eh
LUMO level (spin up / spin down) ... -0.3 / -1.0 eV

Most stable: b

a.
Here is an isolated molecule of C4H9NS2 from the Open Molecules 2025 dataset. Energies are from ωB97M-V/def2-TZVPD.

```
! RIJCOSX wB97M-V def2-TZVPD def2/J DEFGRID3
* xyz 0 1
C -3.28 -0.29 0.41
C -0.73 0.20 -0.31
C 0.71 -0.15 -0.74
C 1.80 0.15 0.35
H -3.07 0.58 0.98
H -3.73 0.04 -0.60
H -3.95 -1.01 1.03
H 1.12 0.47 -1.72
H 0.86 -1.19 -1.07
H 1.51 -0.49 1.28
H 1.47 1.17 0.72
H 3.76 0.61 -0.33
H 3.59 -0.75 0.64
N 3.09 -0.19 -0.04
S -1.84 -0.97 -0.37
S -1.30 1.82 -0.24
*
```

Values from the calculation:
Kohn-Sham gap ... 8.0 eV
HOMO energy ... -0.3025 Eh
LUMO level ... -0.2 eV
SMILES ... CSC(=S)CCN

b.
Here is an isolated molecule of C4H9NS2 from the Open Molecules 2025 dataset. Energies are from ωB97M-V/def2-TZVPD.

```
! RIJCOSX wB97M-V def2-TZVPD def2/J DEFGRID3
* xyz 0 1
C 1.57 1.07 1.17
C 0.65 -0.17 1.02
C -0.78 0.14 0.73
C -1.13 -0.08 -2.09
H 1.07 1.89 1.84
H 1.76 1.51 0.13
H 2.55 0.84 1.61
H 1.25 -1.04 0.49
H 0.58 -0.61 2.00
H -1.48 -0.71 0.62
H -1.23 0.76 1.58
H -0.76 -1.73 -0.65
H -1.00 -2.06 -2.33
N -0.98 -1.35 -1.64
S -1.04 1.08 -0.77
S -1.02 0.44 -3.71
*
```

Values from the calculation:
Kohn-Sham gap ... 8.9 eV
HOMO energy ... -0.3085 Eh
LUMO level ... 0.5 eV
SMILES ... CCCSC(N)=S

Most stable: b

a.
Here is a cluster of 2 separate species, C7H18O in total from the Open Molecules 2025 dataset. Energies are from ωB97M-V/def2-TZVPD.

```
! RIJCOSX wB97M-V def2-TZVPD def2/J DEFGRID3
* xyz 0 1
C 0.23 1.99 -1.43
C -0.76 1.10 2.24
C 0.40 1.62 0.04
C -0.93 1.48 0.77
H 1.21 2.09 -1.93
H -0.30 2.96 -1.51
H -0.36 1.22 -1.95
H -0.17 1.87 2.76
H -0.23 0.14 2.32
H -1.74 1.01 2.74
H 0.95 0.66 0.11
H 1.01 2.39 0.55
H -1.48 2.44 0.70
H -1.54 0.70 0.26
O 0.11 -1.36 -1.19
C 1.31 -1.13 -1.91
C -0.96 -2.29 0.71
C 0.36 -2.09 0.00
H 1.05 -0.56 -2.82
H 1.79 -2.08 -2.21
H 2.03 -0.54 -1.32
H -1.42 -1.32 0.96
H -1.66 -2.85 0.07
H -0.81 -2.86 1.65
H 0.82 -3.06 -0.25
H 1.07 -1.53 0.64
*
```

Values from the calculation:
Kohn-Sham gap ... 11.1 eV
HOMO energy ... -0.3653 Eh
LUMO level ... 1.2 eV
SMILES ... CCCC.CCOC

b.
Here is a cluster of 2 separate species, C7H18O in total from the Open Molecules 2025 dataset. Energies are from ωB97M-V/def2-TZVPD.

```
! RIJCOSX wB97M-V def2-TZVPD def2/J DEFGRID3
* xyz 0 1
C -0.69 -1.42 -0.88
C -1.66 0.30 0.65
C 0.07 0.96 -1.03
C -2.23 0.34 -1.78
C -1.13 0.05 -0.76
H 0.11 -1.64 -0.15
H -0.30 -1.62 -1.89
H -1.54 -2.09 -0.69
H -0.88 0.10 1.40
H -1.98 1.36 0.75
H -2.53 -0.35 0.86
H 0.47 0.79 -2.04
H -0.23 2.02 -0.94
H 0.87 0.77 -0.30
H -1.86 0.15 -2.81
H -3.10 -0.32 -1.61
H -2.55 1.39 -1.71
O 1.40 -0.53 1.47
C 1.64 0.68 2.16
C 2.54 -0.91 0.72
H 0.73 0.93 2.73
H 1.85 1.51 1.46
H 2.48 0.59 2.86
H 2.79 -0.15 -0.04
H 3.42 -1.06 1.36
H 2.31 -1.86 0.21
*
```

Values from the calculation:
Kohn-Sham gap ... 11.1 eV
HOMO energy ... -0.3727 Eh
LUMO level ... 0.9 eV
SMILES ... CC(C)(C)C.COC

Most stable: a

a.
Here is a cluster of 2 separate species, N2O3 in total from the Open Molecules 2025 dataset. Energies are from ωB97M-V/def2-TZVPD.

```
! RIJCOSX wB97M-V def2-TZVPD def2/J DEFGRID3
* xyz 0 1
N -1.41 0.35 1.11
N 0.97 -0.07 -0.20
O 0.29 -0.37 -1.14
O -1.98 0.29 0.12
O 2.13 -0.20 0.11
*
```

Values from the calculation:
Kohn-Sham gap (spin up / spin down) ... 10.3 / 7.4 eV
HOMO energy (spin up / spin down) ... -0.3831 / -0.3277 Eh
LUMO level (spin up / spin down) ... -0.1 / -1.5 eV

b.
Here is a structure of composition N2O3 from the Open Molecules 2025 dataset. Energies are from ωB97M-V/def2-TZVPD.

```
! RIJCOSX wB97M-V def2-TZVPD def2/J DEFGRID3
* xyz 0 1
N 0.04 -0.76 0.61
N -0.30 0.13 -0.32
O 1.75 -0.51 0.76
O -1.16 0.72 0.35
O 0.08 0.32 -1.41
*
```

Values from the calculation:
Kohn-Sham gap (spin up / spin down) ... 7.9 / 7.8 eV
HOMO energy (spin up / spin down) ... -0.4357 / -0.4351 Eh
LUMO level (spin up / spin down) ... -4.0 / -4.1 eV

Most stable: a